Entry from the Open Molecules 2025 dataset: a molecular structure, C4H4O2Pt in a non-equilibrium geometry (ωB97M-V/def2-TZVPD).

Geometry (Å):
H -2.6890 -1.4844 0.7277
O -3.2212 1.0842 0.3334
C -2.1011 0.4374 -0.0328
C -1.9662 -0.8815 0.1462
C -0.7190 -1.6273 -0.0629
H -3.3148 1.9126 -0.1469
H -1.3244 1.0352 -0.5199
H -0.6474 -2.4639 -0.7660
C 0.3883 -1.3399 0.6042
O 1.3704 -1.0839 1.2210
Pt 2.5476 0.0538 1.3012

Calculated values
Maximum force = 14.9 eV Å⁻¹
LUMO energy (spin up / spin down) = -9.51 / -12.81 eV
2S+1 = 3
Gap between HOMO and LUMO (spin up / spin down) = 8.9932 / 6.2886 eV
ΔE to the lowest compared entry with this formula, charge and spin = 36.8 kcal/mol
HOMO level (spin up / spin down) = -0.67987 / -0.70200 Eh
Charge = +2

=====

Entry from the Open Molecules 2025 dataset: 2 unconnected molecules or ions with the total composition C2HCl2N in a non-equilibrium geometry (ωB97M-V/def2-TZVPD).

Geometry (Å):
C 0.1713 -0.3837 1.1447
C -0.0740 0.4533 0.0941
N 0.4017 -1.0285 2.0828
Cl 1.2066 1.2457 -0.5649
Cl -0.5748 -1.1143 -2.4756
H -1.1307 0.8276 -0.2811

Calculated values
Maximum force = 4.2 eV Å⁻¹
LUMO energy (spin up / spin down) = -2.37 / -3.92 eV
Gap between HOMO and LUMO (spin up / spin down) = 9.2717 / 5.7218 eV
ΔE to the lowest compared entry with this formula, charge and spin = 67.4 kcal/mol
HOMO level (spin up / spin down) = -0.42774 / -0.35446 Eh

=====

Entry from the Open Molecules 2025 dataset: a molecular structure, C20H13BrCl6N4O4OsS in a non-equilibrium geometry (ωB97M-V/def2-TZVPD).

Geometry (Å):
Os 0.6979 -1.3742 -0.0992
C -4.1550 -1.9703 1.6563
N -3.1478 -0.9995 2.1187
C -3.2739 -0.1921 3.2120
C -2.1509 0.5572 3.2942
N -1.3299 0.2013 2.2401
C -1.9704 -0.7667 1.5402
S -1.3915 -1.6643 0.1667
C -0.1243 0.8992 1.8858
C 0.1745 2.0694 2.5630
C 1.2426 2.8511 2.1579
C 1.9485 2.4663 1.0325
C 1.6095 1.2814 0.4246
N 0.6362 0.4580 0.8714
H -5.0108 -1.8964 2.3197
H -3.7441 -2.9752 1.7017
H -4.4556 -1.7205 0.6421
H -4.1411 -0.2162 3.8493
H -1.8987 1.3007 4.0239
H -0.4297 2.4026 3.3888
H 1.4828 3.7590 2.6930
H 2.7602 3.0512 0.6254
H 2.1259 0.9494 -0.4651
Cl 4.1955 -0.1844 -2.8100
C 4.8169 -0.6439 -1.2195
Cl 5.8331 0.6534 -0.5953
Cl 5.7140 -2.1593 -1.3197
C 3.6553 -0.8932 -0.2210
O 3.7766 -0.6994 0.9624
O 2.5646 -1.3385 -0.7958
Cl 2.9833 -2.3994 4.8096
C 2.9696 -3.4502 3.3898
Cl 4.5807 -3.6545 2.7230
Cl 2.2086 -5.0025 3.7540
C 2.1497 -2.7933 2.3635
N 1.5209 -2.2960 1.5511
Br -4.7753 2.0631 -5.0711
C -2.9820 1.7037 -4.6242
C -1.9574 2.1673 -5.4408
C -0.6342 1.9032 -5.1146
C -0.3254 1.1747 -3.9793
C -1.3626 0.7143 -3.1685
C -2.6948 0.9779 -3.4833
C -1.0565 -0.0666 -1.9616
O -1.9743 -0.3924 -1.1522
O 0.1704 -0.4242 -1.7749
H -2.1970 2.7321 -6.3314
H 0.1555 2.2668 -5.7571
H 0.7016 0.9542 -3.7253
H -3.4913 0.6153 -2.8503

Calculated values
Maximum force = 2.1 eV Å⁻¹
LUMO energy = -8.06 eV
Gap between HOMO and LUMO = 5.6911 eV
ΔE to the lowest compared entry with this formula, charge and spin = 40.5 kcal/mol
HOMO level = -0.50551 Eh
Charge = +2

=====

> Which of these has the highest ΔE to the lowest compared entry with this formula, charge and spin?

C2HCl2N

=====

> The highest ΔE to the lowest compared entry with this formula, charge and spin belongs to which entry?

C2HCl2N